Record 1
Here is a cluster of 2 separate species, C2H4N2S in total in a non-equilibrium geometry from the Open Molecules 2025 dataset. Energies are from wB97M-V/def2-TZVPD.

For the lowest unoccupied orbital energy (alpha / beta), the calculation gives -0.04044 / -0.04041 Eh. The frontier orbital gap (alpha / beta) is 8.393 / 8.394 eV. Its molar mass is 88.1 g mol⁻¹. The HOMO energy (alpha / beta) is -0.3489 / -0.3489 Eh. For the largest force on an atom, the calculation gives 3.9 eV Å⁻¹. The electronic energy comes out at -586.15233 Ha.

```
! RIJCOSX wB97M-V def2-TZVPD def2/J DEFGRID3
* xyz 0 1
C -2.3630 -1.7076 0.4305
C 0.8588 0.0652 0.0589
N -2.5444 -2.7780 0.7761
N -1.7974 0.1804 0.0755
S -0.6104 0.6624 0.9786
H 0.7806 -1.0907 0.1357
H 1.8250 0.6047 0.4149
H 0.5533 0.2272 -1.0404
H -2.6405 0.3336 0.5849
*
```



Record 2
Here is an isolated molecule of C2H4N2S in a non-equilibrium geometry from the Open Molecules 2025 dataset. Energies are from wB97M-V/def2-TZVPD.

For the lowest unoccupied orbital energy, the calculation gives 0.01071 Eh. The frontier orbital gap is 8.900 eV. Its molar mass is 88.1 g mol⁻¹. The HOMO energy is -0.3164 Eh. As for the SMILES: C=NNC=S. For the largest force on an atom, the calculation gives 2.5 eV Å⁻¹. The electronic energy comes out at -586.24924 Ha.

```
! RIJCOSX wB97M-V def2-TZVPD def2/J DEFGRID3
* xyz 0 1
C 1.2408 1.2605 -0.3344
C -1.1763 -1.1855 -0.0202
H 1.4200 1.5547 0.6995
H 1.7067 1.8109 -1.1348
H 0.0664 -0.1874 1.2889
H -1.1883 -1.4022 -1.0965
N 0.4389 0.3394 -0.6752
N -0.2191 -0.3355 0.2945
S -2.2891 -1.8549 0.9783
*
```



Record 3
Here is an isolated molecule of C2H4N2S in a non-equilibrium geometry from the Open Molecules 2025 dataset. Energies are from wB97M-V/def2-TZVPD.

For the lowest unoccupied orbital energy, the calculation gives -0.04504 Eh. The frontier orbital gap is 8.137 eV. Its molar mass is 88.1 g mol⁻¹. The HOMO energy is -0.3441 Eh. As for the SMILES: [H]/N=C(/N)C=S. For the largest force on an atom, the calculation gives 3.2 eV Å⁻¹. The electronic energy comes out at -586.27581 Ha.

```
! RIJCOSX wB97M-V def2-TZVPD def2/J DEFGRID3
* xyz 0 1
C -0.3374 -0.1008 -0.0175
C 1.0023 -0.7060 -0.0483
H -1.1776 1.8127 -0.0513
H 0.4900 1.7743 0.1876
H -1.4741 -1.6418 0.0506
H 0.9338 -1.8237 -0.1068
N -0.3231 1.2655 -0.0504
N -1.5302 -0.6094 0.0294
S 2.4164 0.0294 0.0067
*
```



Record 4
Here is an isolated molecule of C2H4N2S2 in a non-equilibrium geometry from the Open Molecules 2025 dataset. Energies are from wB97M-V/def2-TZVPD.

For the lowest unoccupied orbital energy, the calculation gives 0.01939 Eh. The frontier orbital gap is 9.076 eV. Its molar mass is 120.2 g mol⁻¹. The HOMO energy is -0.3141 Eh. As for the SMILES: C=NS/C=N/S. For the largest force on an atom, the calculation gives 1.3 eV Å⁻¹. The electronic energy comes out at -984.41599 Ha.

```
! RIJCOSX wB97M-V def2-TZVPD def2/J DEFGRID3
* xyz 0 1
C -0.8990 0.8938 0.2375
C 1.0905 -1.4857 0.8705
H -0.0314 0.9536 -3.1129
H -1.4705 1.8184 0.4667
H 1.6757 -2.3299 1.1199
H 1.1968 -1.0851 -0.1576
N -0.4175 0.5300 -0.8949
N 0.3321 -1.1172 1.8200
S -0.7359 1.6515 -2.1659
S -0.7408 0.1707 1.8168
*
```



Record 5
Here is an isolated molecule of C2H4N2S2 in a non-equilibrium geometry from the Open Molecules 2025 dataset. Energies are from wB97M-V/def2-TZVPD.

For the lowest unoccupied orbital energy (alpha / beta), the calculation gives -0.12438 / -0.12434 Eh. The frontier orbital gap (alpha / beta) is 5.003 / 5.006 eV. Its molar mass is 120.2 g mol⁻¹. The HOMO energy (alpha / beta) is -0.3082 / -0.3083 Eh. For the largest force on an atom, the calculation gives 3.0 eV Å⁻¹. The electronic energy comes out at -984.36496 Ha.

```
! RIJCOSX wB97M-V def2-TZVPD def2/J DEFGRID3
* xyz 0 1
C -0.5937 0.8066 -0.2420
C 0.3257 0.2470 0.8885
N -0.8670 -0.0351 -1.1487
N 1.4512 -0.1451 0.0884
S -1.0877 2.4105 0.1122
S 2.6465 0.9372 -0.3967
H 0.5888 1.0289 1.5797
H -0.0719 -0.5968 1.4858
H -1.5842 0.4344 -1.6734
H 1.1405 -0.7887 -0.6711
*
```



Record 6
Here is an isolated molecule of C2H4N2S2 in a non-equilibrium geometry from the Open Molecules 2025 dataset. Energies are from wB97M-V/def2-TZVPD.

For the lowest unoccupied orbital energy (alpha / beta), the calculation gives -0.02031 / -0.04678 Eh. The frontier orbital gap (alpha / beta) is 8.229 / 6.844 eV. Its molar mass is 120.2 g mol⁻¹. The HOMO energy (alpha / beta) is -0.3227 / -0.2983 Eh. For the largest force on an atom, the calculation gives 4.1 eV Å⁻¹. The electronic energy comes out at -984.36320 Ha.

```
! RIJCOSX wB97M-V def2-TZVPD def2/J DEFGRID3
* xyz 0 1
C 1.5109 0.3342 -0.6213
C 0.6365 -0.1564 0.4949
N 2.7095 0.2115 -0.6574
N -1.8690 -0.4637 -0.1825
S 3.8848 -0.3771 0.1671
S -0.5553 -1.3280 -0.2432
H 1.0330 0.8155 -1.3853
H 1.1116 -0.7239 1.2800
H -0.1383 0.5972 0.8798
H -2.5307 -0.9593 -0.9189
*
```



Record 7
Here is an isolated molecule of C2H4N2S2 in a non-equilibrium geometry from the Open Molecules 2025 dataset. Energies are from wB97M-V/def2-TZVPD.

For the lowest unoccupied orbital energy, the calculation gives -0.01663 Eh. The frontier orbital gap is 8.518 eV. Its molar mass is 120.2 g mol⁻¹. The HOMO energy is -0.3297 Eh. As for the SMILES: NC(=S)NC=S. For the largest force on an atom, the calculation gives 1.8 eV Å⁻¹. The electronic energy comes out at -984.49317 Ha.

```
! RIJCOSX wB97M-V def2-TZVPD def2/J DEFGRID3
* xyz 0 1
C 1.0994 0.2789 -0.0482
C -1.3074 0.3080 0.2042
H 1.9666 2.0021 -0.0328
H 0.2811 2.0127 -0.4834
H -0.1094 -1.2480 -0.3416
H -1.1189 1.3016 0.6703
N 1.0564 1.5958 -0.0161
N -0.1732 -0.2529 -0.2451
S 2.3969 -0.7472 0.0683
S -2.7690 -0.3147 -0.0008
*
```



Record 8
Here is an isolated molecule of C2H4N2S2 in a non-equilibrium geometry from the Open Molecules 2025 dataset. Energies are from wB97M-V/def2-TZVPD.

For the lowest unoccupied orbital energy, the calculation gives -0.02578 Eh. The frontier orbital gap is 7.497 eV. Its molar mass is 120.2 g mol⁻¹. The HOMO energy is -0.3013 Eh. As for the SMILES: NN(C=S)C=S. For the largest force on an atom, the calculation gives 3.7 eV Å⁻¹. The electronic energy comes out at -984.40173 Ha.

```
! RIJCOSX wB97M-V def2-TZVPD def2/J DEFGRID3
* xyz 0 1
C -0.8466 0.9016 -0.4489
C 1.0229 -0.7557 -0.3169
H -0.1519 -1.0666 -2.5734
H 0.8052 0.4493 -2.9995
H -1.3660 1.5052 -1.2710
H 1.5373 -1.4088 -1.1226
N -0.0225 -0.0466 -2.4165
N 0.1538 0.1402 -0.9877
S -1.4307 1.1445 1.0120
S 1.2556 -1.2076 1.2624
*
```



Record 9
Here is an isolated molecule of C2H4N2S2 in a non-equilibrium geometry from the Open Molecules 2025 dataset. Energies are from wB97M-V/def2-TZVPD.

For the lowest unoccupied orbital energy, the calculation gives -0.03925 Eh. The frontier orbital gap is 7.595 eV. Its molar mass is 120.2 g mol⁻¹. The HOMO energy is -0.3183 Eh. As for the SMILES: N/C(C=S)=N\S. For the largest force on an atom, the calculation gives 1.2 eV Å⁻¹. The electronic energy comes out at -984.46172 Ha.

```
! RIJCOSX wB97M-V def2-TZVPD def2/J DEFGRID3
* xyz 0 1
C 0.0126 -0.0233 -0.1046
C 1.3818 0.5194 -0.0022
H -1.3471 -0.9345 1.1219
H 0.2534 -0.8907 1.7600
H 1.7026 1.0813 -0.8822
H -2.7226 0.3750 -2.1732
N -0.3533 -0.8190 0.9354
N -0.7389 0.3208 -1.0958
S 2.3825 0.4101 1.2633
S -2.2955 -0.3551 -1.1422
*
```



Record 10
Here is a structure of composition C2H4N2S3 in a non-equilibrium geometry from the Open Molecules 2025 dataset. Energies are from wB97M-V/def2-TZVPD.

For the lowest unoccupied orbital energy (alpha / beta), the calculation gives -0.02052 / -0.00941 Eh. The frontier orbital gap (alpha / beta) is 6.433 / 7.499 eV. Its molar mass is 152.3 g mol⁻¹. The HOMO energy (alpha / beta) is -0.2569 / -0.2850 Eh. For the largest force on an atom, the calculation gives 6.3 eV Å⁻¹. The electronic energy comes out at -1382.53915 Ha.

```
! RIJCOSX wB97M-V def2-TZVPD def2/J DEFGRID3
* xyz 0 1
C 0.2688 1.0746 1.2600
C 0.0502 -0.3399 1.0392
N -0.7203 -0.5207 -0.0026
N -1.1434 0.4755 -0.7500
S -0.8014 1.8283 0.1365
S 0.8696 -1.6096 1.9330
S 0.2561 0.6288 -2.7013
H 0.9529 1.4687 1.9584
H -0.9081 -1.4569 -0.1505
H 1.6797 -1.8044 0.9691
H -0.5041 0.2556 -3.6917
*
```